# 1
88
Properties=species:S:1:pos:R:3 method="wB97M-V/def2-TZVPD" charge=0 homo_lumo_gap_ev=9.67 largest_force_ev_per_a=1.4 homo_energy_ev=-9.33 energy_ha=-2098.5810 lumo_energy_ha=0.0125 relative_energy_kj_mol=3.9 smiles="Fc1ccccc1.Fc1ccccc1.Fc1ccccc1.Fc1ccccc1.CC(C)=O.CC(C)=O.CC(C)=O.CC(C)=O"
F 3.64 -2.61 0.94
C 3.99 -2.00 -0.21
C 4.65 -0.78 -0.13
C 4.95 -0.12 -1.32
C 4.59 -0.67 -2.54
C 3.98 -1.91 -2.59
C 3.65 -2.57 -1.41
H 4.96 -0.43 0.84
H 5.44 0.84 -1.26
H 4.76 -0.14 -3.47
H 3.78 -2.39 -3.54
H 3.12 -3.51 -1.48
F -2.78 4.08 -4.39
C -3.17 3.45 -3.27
C -2.55 2.27 -2.90
C -2.83 1.73 -1.65
C -3.75 2.32 -0.80
C -4.42 3.47 -1.22
C -4.12 4.04 -2.45
H -1.87 1.78 -3.57
H -2.37 0.78 -1.43
H -4.00 1.92 0.18
H -5.08 3.99 -0.54
H -4.56 4.97 -2.78
F -2.04 -6.60 0.71
C -1.20 -5.58 0.95
C -0.40 -5.13 -0.07
C 0.45 -4.04 0.18
C 0.49 -3.45 1.43
C -0.37 -3.90 2.42
C -1.20 -4.98 2.20
H -0.50 -5.60 -1.04
H 0.95 -3.59 -0.66
H 1.12 -2.58 1.61
H -0.42 -3.47 3.41
H -1.90 -5.31 2.95
F 2.11 -2.98 4.98
C 1.96 -1.74 4.50
C 0.90 -0.98 4.96
C 0.67 0.29 4.50
C 1.52 0.84 3.53
C 2.59 0.07 3.06
C 2.82 -1.21 3.56
H 0.23 -1.46 5.66
H -0.20 0.87 4.77
H 1.30 1.80 3.10
H 3.28 0.50 2.34
H 3.67 -1.75 3.16
C 0.61 -0.20 -0.50
C 0.75 1.31 -0.53
C 1.15 1.96 -1.81
O 0.56 1.93 0.50
H -0.28 -0.47 -1.07
H 0.63 -0.54 0.53
H 1.49 -0.69 -0.94
H 1.56 2.95 -1.60
H 0.33 2.07 -2.53
H 1.95 1.42 -2.32
C -1.44 4.12 1.74
C -1.15 5.42 1.06
C -0.83 5.40 -0.42
O -1.26 6.47 1.65
H -2.47 4.11 2.11
H -0.79 3.92 2.59
H -1.35 3.28 1.05
H -1.80 5.23 -0.90
H -0.19 4.57 -0.72
H -0.35 6.33 -0.71
C -1.93 -0.22 1.78
C -3.24 -0.17 2.51
C -3.54 1.07 3.32
O -4.05 -1.06 2.43
H -1.15 -0.21 2.54
H -1.84 0.61 1.08
H -1.89 -1.16 1.23
H -4.56 0.98 3.71
H -3.45 1.95 2.69
H -2.86 1.15 4.17
C 0.14 -2.96 -3.65
C 0.24 -1.54 -4.10
C 1.23 -1.26 -5.25
O -0.48 -0.67 -3.71
H -0.51 -3.49 -4.36
H -0.40 -3.03 -2.70
H 1.08 -3.49 -3.58
H 0.91 -0.31 -5.67
H 1.09 -2.11 -5.92
H 2.25 -1.26 -4.87

***

# 2
84
Properties=species:S:1:pos:R:3 method="wB97M-V/def2-TZVPD" charge=+1 homo_lumo_gap_ev=4.72 largest_force_ev_per_a=8.0 homo_energy_ev=-8.97 energy_ha=-1637.3073 lumo_energy_ha=-0.1562 relative_energy_kj_mol=403.0
C 3.46 -1.97 -3.43
N 2.85 -1.67 -2.16
C 3.65 -1.44 -1.07
O 4.84 -1.70 -0.99
C 2.79 -0.79 0.00
C 3.17 0.68 0.23
C 3.24 1.44 -1.07
C 4.41 1.37 -1.83
C 4.50 2.02 -3.06
C 3.41 2.75 -3.54
C 2.25 2.86 -2.77
C 2.17 2.22 -1.52
N 1.45 -0.94 -0.56
C 0.43 -0.26 0.01
C -0.75 0.06 -0.66
C -1.94 0.43 -0.05
C -3.19 0.28 -0.72
C -4.38 -0.09 -0.03
C -5.54 -0.40 -0.74
C -5.54 -0.37 -2.14
C -4.38 0.01 -2.83
C -3.24 0.39 -2.14
C 1.42 -1.55 -1.91
C 0.62 -2.91 -2.05
C 1.21 -3.93 -1.07
C 0.70 -3.41 -3.50
C -0.86 -2.74 -1.75
H 4.32 -1.30 -3.60
H 3.82 -3.01 -3.46
H 2.73 -1.81 -4.24
H 2.88 -1.39 0.92
H 2.45 1.13 0.92
H 4.16 0.68 0.72
H 5.25 0.79 -1.45
H 5.42 1.93 -3.64
H 3.47 3.25 -4.51
H 1.40 3.44 -3.13
H 1.28 2.33 -0.90
H 0.60 0.02 1.04
H -0.75 -0.04 -1.77
H -1.93 1.18 0.87
H -4.37 -0.18 1.06
H -6.45 -0.68 -0.19
H -6.43 -0.63 -2.69
H -4.35 0.02 -3.93
H -2.37 0.77 -2.67
H 0.99 -0.83 -2.64
H 1.06 -3.60 -0.04
H 0.70 -4.89 -1.19
H 2.28 -4.10 -1.25
H 0.40 -2.61 -4.19
H 1.69 -3.78 -3.78
H 0.00 -4.24 -3.63
H -1.31 -2.00 -2.42
H -1.37 -3.70 -1.93
H -1.04 -2.45 -0.71
C -5.35 2.84 3.56
C -5.29 1.44 3.55
C -4.09 0.80 3.18
C -2.99 1.55 2.75
C -1.81 0.88 2.08
C -0.58 1.57 2.51
N 0.40 1.00 3.15
C 1.58 1.79 3.51
C 2.63 0.78 3.97
C 1.95 -0.61 4.01
C 0.48 -0.42 3.58
C -3.04 2.95 2.82
C -4.21 3.59 3.23
H -6.29 3.34 3.82
H -6.16 0.83 3.82
H -4.03 -0.29 3.19
H -1.79 -0.21 2.25
H -0.40 2.62 2.20
H 1.90 2.39 2.64
H 1.31 2.50 4.32
H 3.47 0.79 3.27
H 2.99 1.07 4.96
H 2.45 -1.30 3.32
H 1.99 -1.04 5.01
H -0.21 -0.63 4.41
H 0.21 -1.12 2.77
H -2.16 3.53 2.56
H -4.23 4.68 3.29

***

# 3
85
Properties=species:S:1:pos:R:3 method="wB97M-V/def2-TZVPD" charge=-2 homo_lumo_gap_ev="3.09 / 3.26" s_squared=2.032 largest_force_ev_per_a=2.4 homo_energy_ev="0.96 / 0.79" energy_ha=-2031.5758 lumo_energy_ha="0.1489 / 0.1488" multiplicity=3
Pd -0.01 0.76 -1.00
N 3.07 1.42 4.10
N -1.13 3.39 -0.24
C -0.58 -1.27 -0.77
C -0.94 -1.14 0.64
C 0.13 -1.67 1.43
C 0.11 -1.89 2.78
H -0.77 -1.64 3.36
H 0.92 0.02 4.29
H 0.95 -2.39 3.25
C 1.22 -2.01 0.52
C 2.51 -2.55 0.99
H 2.46 -3.63 1.19
H 2.80 -2.06 1.92
H 3.30 -2.39 0.25
C 0.79 -1.85 -0.79
C 1.50 -2.33 -1.99
H 2.55 -2.00 -2.02
H 1.01 -2.00 -2.92
H 1.52 -3.44 -2.00
C -2.25 -0.79 1.19
H -2.70 -1.65 1.72
H -2.96 -0.46 0.42
H -2.15 0.02 1.93
C -1.59 -1.54 -1.82
H -1.11 -1.67 -2.80
H -2.30 -0.71 -1.90
H -2.15 -2.46 -1.58
C 4.07 2.28 4.05
H 4.93 2.09 4.70
C 4.07 3.43 3.22
H 4.95 4.05 3.21
C 2.92 3.71 2.47
H 2.88 4.60 1.84
C 1.84 2.85 2.54
H 0.91 3.02 2.00
C 1.92 1.70 3.41
C 0.84 0.83 3.58
H -0.08 1.01 3.01
C -1.27 2.35 -1.03
C -2.30 4.13 -0.27
H -2.41 5.04 0.30
C -3.18 3.54 -1.12
H -4.20 3.80 -1.35
N -2.52 2.45 -1.68
C -3.06 1.60 -2.70
C -4.34 1.05 -2.49
C -4.96 0.35 -3.54
H -5.95 -0.06 -3.39
C -4.32 0.16 -4.76
C -5.01 -0.57 -5.88
H -4.32 -1.24 -6.40
H -5.41 0.13 -6.62
H -5.84 -1.15 -5.48
C -3.03 0.66 -4.93
H -2.50 0.48 -5.87
C -2.40 1.41 -3.93
C -1.07 2.02 -4.23
H -1.10 3.11 -4.36
H -0.67 1.59 -5.15
H -0.34 1.80 -3.43
C -5.03 1.11 -1.17
H -5.19 2.13 -0.80
H -4.50 0.54 -0.40
H -6.02 0.65 -1.28
C 2.01 3.29 -1.98
P 1.97 1.48 -1.78
C 2.40 0.80 -3.42
C 3.52 1.17 -0.85
C 4.76 1.56 -1.39
C 5.92 1.45 -0.63
C 5.86 0.92 0.66
C 4.64 0.48 1.18
C 3.47 0.62 0.43
H 1.03 3.65 -2.31
H 2.78 3.56 -2.70
H 2.24 3.73 -0.99
H 1.49 0.65 -4.01
H 3.07 1.50 -3.93
H 2.91 -0.16 -3.28
H 4.81 1.95 -2.41
H 6.87 1.79 -1.05
H 6.76 0.86 1.27
H 4.59 0.04 2.17
H 2.51 0.31 0.86

***

# 4
94
Properties=species:S:1:pos:R:3 method="wB97M-V/def2-TZVPD" charge=+2 homo_lumo_gap_ev="4.31 / 4.45" largest_force_ev_per_a=3.0 homo_energy_ev="-12.76 / -12.77" energy_ha=-3395.0839 lumo_energy_ha="-0.3107 / -0.3059" relative_energy_kj_mol=92.8
Sn -0.16 0.64 0.67
C -1.80 -2.63 5.14
C -2.03 -1.21 4.83
N -2.70 -0.35 5.52
N -2.69 0.79 4.82
C -2.02 0.66 3.66
S -1.86 1.84 2.47
N -1.58 -0.63 3.66
N -0.79 -1.23 2.70
H -2.21 -2.85 6.12
H -0.73 -2.86 5.14
H -2.29 -3.27 4.40
H -3.15 1.62 5.18
H 0.19 -1.09 2.94
H -1.01 -2.22 2.66
C 4.57 6.50 2.05
C 4.04 5.12 2.19
C 4.79 4.13 2.84
C 4.31 2.83 2.93
C 3.08 2.53 2.39
C 2.30 3.50 1.79
C 2.78 4.79 1.69
S 2.51 0.87 2.31
O 3.42 -0.08 2.87
O 1.13 0.79 2.84
N 2.21 0.57 0.74
C 3.16 0.50 -0.20
C 4.54 0.58 0.10
C 5.44 0.43 -0.93
C 4.99 0.24 -2.23
C 3.62 0.19 -2.43
N 2.74 0.32 -1.45
H 5.56 6.60 2.48
H 3.90 7.21 2.54
H 4.61 6.79 1.00
H 5.74 4.38 3.27
H 4.88 2.05 3.43
H 1.32 3.23 1.41
H 2.18 5.56 1.23
H 4.84 0.68 1.13
H 6.50 0.48 -0.72
H 5.67 0.17 -3.06
H 3.19 0.05 -3.42
S -1.33 5.03 -1.68
C -0.45 3.91 -2.65
C -0.06 2.85 -1.91
N -0.43 2.91 -0.60
C -1.11 3.99 -0.34
H -0.28 4.12 -3.69
H 0.50 1.99 -2.25
H -1.48 4.23 0.64
C 3.18 -3.28 0.20
C 1.88 -3.33 -0.55
C 1.69 -4.27 -1.57
C 0.49 -4.32 -2.28
C 0.29 -5.36 -3.34
C -0.51 -3.41 -2.01
C -0.36 -2.43 -0.99
C 0.87 -2.46 -0.25
N -1.25 -1.52 -0.59
C -2.45 -1.19 -1.28
C -2.29 -0.93 -2.79
C -3.63 -0.58 -3.42
C -4.21 0.68 -2.79
C -4.40 0.43 -1.30
C -5.39 -0.71 -1.09
C -4.80 -1.97 -1.72
C -4.60 -1.75 -3.22
C -3.48 -2.33 -1.05
C -3.06 0.07 -0.66
H 3.73 -4.21 0.10
H 3.02 -3.07 1.25
H 3.80 -2.48 -0.20
H 2.47 -4.97 -1.81
H 1.16 -6.01 -3.42
H 0.11 -4.89 -4.30
H -0.58 -5.97 -3.11
H -1.43 -3.51 -2.55
H 1.02 -1.73 0.54
H -1.86 -1.78 -3.31
H -1.59 -0.09 -2.90
H -3.48 -0.42 -4.50
H -5.16 0.94 -3.25
H -3.52 1.52 -2.94
H -4.78 1.34 -0.81
H -6.34 -0.47 -1.56
H -5.56 -0.87 -0.02
H -5.49 -2.81 -1.57
H -5.55 -1.53 -3.70
H -4.19 -2.66 -3.67
H -3.11 -3.27 -1.46
H -3.62 -2.45 0.03
H -3.19 -0.08 0.42
H -2.37 0.90 -0.79

***

# 5
96
Properties=species:S:1:pos:R:3 method="wB97M-V/def2-TZVPD" charge=0 homo_lumo_gap_ev=5.91 largest_force_ev_per_a=1.5 homo_energy_ev=-6.72 energy_ha=-5825.1082 lumo_energy_ha=-0.0296
Ti 0.36 -0.14 1.28
C 4.61 0.93 1.46
C 3.53 0.18 1.02
N 2.38 0.70 1.46
N 2.72 1.78 2.21
C 4.04 1.94 2.21
B 1.69 2.70 2.92
N 0.89 3.45 1.85
C 0.34 4.67 1.91
C -0.37 4.88 0.75
C -0.18 3.68 0.02
N 0.58 2.83 0.69
N 0.74 1.81 3.77
C 0.23 2.07 4.98
C -0.71 1.10 5.28
C -0.70 0.26 4.17
N 0.17 0.69 3.27
H 5.66 0.75 1.26
H 3.51 -0.71 0.41
H 4.50 2.75 2.75
H 2.25 3.48 3.65
H 0.48 5.31 2.77
H -0.93 5.75 0.46
H -0.54 3.42 -0.96
H 0.57 2.92 5.54
H -1.30 1.01 6.18
H -1.29 -0.62 3.96
Br -3.95 -5.88 -3.61
C -3.25 -4.78 -2.23
C -4.00 -4.58 -1.08
C -3.51 -3.72 -0.10
C -2.30 -3.07 -0.28
C -1.54 -3.32 -1.42
C -2.02 -4.17 -2.41
C -1.83 -2.07 0.75
O -2.45 -1.89 1.78
O -0.77 -1.42 0.36
H -4.94 -5.10 -0.95
H -4.07 -3.53 0.81
H -0.58 -2.84 -1.53
H -1.44 -4.36 -3.30
N -5.14 1.23 -2.12
C -5.02 0.99 -0.63
C -3.55 1.02 -0.27
N -2.90 -0.01 -1.04
C -2.93 0.24 -2.45
C -4.38 0.18 -2.90
H -4.72 2.14 -2.32
H -6.11 1.25 -2.41
H -5.43 0.00 -0.43
H -5.61 1.75 -0.11
H -3.42 0.82 0.79
H -3.15 2.03 -0.48
H -1.95 -0.16 -0.69
H -2.36 -0.53 -2.97
H -2.50 1.22 -2.73
H -4.80 -0.79 -2.66
H -4.49 0.39 -3.96
C 2.02 -3.04 -4.53
C 0.87 -2.30 -4.74
C 0.53 -1.26 -3.88
C 1.33 -0.93 -2.78
C 2.51 -1.66 -2.61
C 2.85 -2.70 -3.46
Si 0.74 0.35 -1.46
C 1.83 1.79 -2.07
C 1.33 2.38 -3.23
C 1.88 3.53 -3.77
C 2.96 4.14 -3.14
C 3.48 3.57 -1.98
C 2.92 2.42 -1.45
H 2.27 -3.86 -5.18
H 0.22 -2.53 -5.59
H -0.37 -0.69 -4.08
H 3.17 -1.42 -1.78
H 3.76 -3.26 -3.29
H 1.41 -1.00 -0.07
H 0.48 1.91 -3.74
H 1.47 3.96 -4.68
H 3.39 5.04 -3.55
H 4.32 4.04 -1.49
H 3.34 2.00 -0.55
C 2.77 -1.19 3.97
C 1.52 -2.05 3.81
C 1.94 -3.52 3.95
C 0.76 -1.89 2.48
H 3.30 -1.47 4.89
H 3.46 -1.36 3.14
H 2.54 -0.13 4.02
H 0.85 -1.82 4.63
H 2.69 -3.77 3.20
H 1.09 -4.20 3.80
H 2.37 -3.72 4.93
H -0.21 -2.36 2.61
H 1.29 -2.47 1.70
F -1.22 0.84 1.24